Record 1
# C45H50BF4IrN2O3

A molecular structure, C45H50BF4IrN2O3 in a non-equilibrium geometry (wB97M-V/def2-TZVPD, the OMol25 dataset).

XYZ file:
```
106
Properties=species:S:1:pos:R:3
Ir -0.753 0.575 -0.267
O -0.513 1.245 2.107
C 0.735 1.022 2.756
C 1.695 0.035 1.772
O 2.792 -0.181 2.213
O 1.127 -0.316 0.740
C 1.520 2.298 2.771
C 1.681 2.926 1.532
C 2.444 4.069 1.401
C 3.061 4.615 2.516
C 2.867 4.029 3.755
C 2.098 2.885 3.889
C 0.586 0.101 3.923
C -0.550 -0.707 3.993
C -0.682 -1.664 4.981
C 0.328 -1.849 5.909
C 1.478 -1.082 5.822
C 1.620 -0.127 4.831
H -0.745 2.174 2.223
H 1.220 2.496 0.648
H 2.568 4.519 0.428
H 3.684 5.491 2.419
H 3.326 4.467 4.629
H 1.936 2.469 4.870
H -1.320 -0.610 3.246
H -1.571 -2.275 5.007
H 0.237 -2.611 6.671
H 2.285 -1.244 6.521
H 2.554 0.401 4.737
C 0.785 -4.214 1.786
C -0.138 -4.036 0.572
C -0.338 -5.376 -0.142
C -1.458 -3.448 1.019
C -2.196 -4.163 1.951
C -3.359 -3.659 2.494
C -3.773 -2.388 2.148
C -3.075 -1.625 1.223
C -3.610 -0.249 0.898
C -3.886 0.590 2.151
C -4.888 -0.362 0.065
C -1.940 -2.186 0.594
N -1.272 -1.512 -0.424
C -0.981 -2.075 -1.542
C -0.198 -1.611 -2.660
C -0.043 -2.593 -3.654
C 0.572 -2.367 -4.862
C 1.031 -1.085 -5.158
C 0.931 -0.100 -4.214
C 0.376 -0.314 -2.919
N 0.362 0.722 -2.069
C 1.138 1.862 -2.272
C 2.555 1.761 -2.234
C 3.328 2.890 -2.460
C 2.756 4.127 -2.686
C 1.379 4.235 -2.692
C 0.554 3.137 -2.501
C -0.933 3.403 -2.622
C -1.561 2.566 -3.736
C -1.654 3.277 -1.281
C 3.266 0.467 -1.910
C 4.080 -0.048 -3.103
C 4.184 0.649 -0.696
H 1.783 -4.492 1.452
H 0.420 -4.991 2.453
H 0.862 -3.285 2.346
H 0.363 -3.347 -0.114
H -0.828 -6.093 0.513
H 0.624 -5.790 -0.437
H -0.953 -5.263 -1.031
H -1.859 -5.144 2.242
H -3.931 -4.245 3.195
H -4.673 -1.991 2.589
H -2.853 0.291 0.295
H -4.733 0.189 2.701
H -4.137 1.610 1.864
H -3.024 0.621 2.814
H -5.673 -0.846 0.642
H -4.715 -0.942 -0.834
H -5.231 0.627 -0.230
H -1.427 -3.057 -1.729
H -0.453 -3.574 -3.467
H 0.651 -3.161 -5.588
H 1.442 -0.863 -6.132
H 1.248 0.905 -4.451
H 4.402 2.803 -2.466
H 3.371 4.994 -2.864
H 0.930 5.201 -2.876
H -1.045 4.455 -2.917
H -1.328 1.515 -3.625
H -1.186 2.899 -4.703
H -2.643 2.661 -3.733
H -1.578 2.243 -0.878
H -2.712 3.488 -1.411
H -1.226 3.969 -0.555
H 2.531 -0.294 -1.643
H 4.812 0.689 -3.427
H 3.433 -0.288 -3.943
H 4.615 -0.951 -2.819
H 5.014 1.318 -0.916
H 4.588 -0.317 -0.397
H 3.634 1.051 0.149
F -3.506 -1.682 -2.575
B -3.269 -0.417 -3.068
F -2.578 0.309 -2.033
F -2.440 -0.481 -4.159
F -4.426 0.251 -3.342
```

E_LUMO (spin up / spin down): -2.310 / -2.524 eV
E_tot: -2608.78031 Eh
E_HOMO (spin up / spin down): -7.899 / -7.893 eV
Gap between HOMO and LUMO (spin up / spin down): 5.6 / 5.4 eV
Spin multiplicity: 1
ΔE to the lowest compared entry with this formula, charge and spin: 32.3 kcal/mol
Charge: 0

Here are the Mulliken charges for atoms 1 to 2, given in e: 2.4529, -0.7362

=====

Record 2
# C45H50F3MoN7O4Se

A molecular structure, C45H50F3MoN7O4Se (wB97M-V/def2-TZVPD, the OMol25 dataset).

XYZ file:
```
111
Properties=species:S:1:pos:R:3
Mo -0.014 -0.189 0.002
C -5.095 2.873 -1.893
C -3.771 3.590 -2.175
C -2.607 2.649 -2.144
C -2.053 1.978 -3.187
C -2.394 2.105 -4.638
C -1.555 3.176 -5.343
C -0.993 1.182 -2.642
N -0.937 1.294 -1.268
C -1.926 2.207 -0.962
C -2.309 2.583 0.306
C -1.734 2.116 1.454
C -2.114 2.507 2.785
C -3.198 3.482 3.115
C -2.731 4.937 3.008
C -1.280 1.852 3.628
C -0.382 1.082 2.803
C 0.680 0.371 3.310
C 1.678 -0.200 2.558
N 1.707 -0.185 1.189
C 2.919 -0.741 0.848
C 3.391 -0.851 -0.434
C 2.712 -0.477 -1.575
N 1.443 0.025 -1.618
C 1.129 0.063 -2.949
C -0.065 0.537 -3.427
C 2.227 -0.389 -3.765
C 3.228 -0.704 -2.906
C 4.616 -1.165 -3.221
C 5.661 -0.060 -3.037
C 2.229 -0.404 -5.261
C 2.538 0.971 -5.861
C 3.636 -1.155 2.026
C 2.860 -0.822 3.090
C 3.154 -1.006 4.545
C 3.769 0.247 5.177
C 4.941 -1.885 2.023
C 4.748 -3.377 1.731
N -0.690 1.225 1.468
C -1.276 1.873 5.124
C -1.903 0.608 5.720
H -5.934 3.570 -1.913
H -5.077 2.388 -0.915
H -5.275 2.100 -2.643
H -3.622 4.395 -1.452
H -3.820 4.068 -3.156
H -3.454 2.352 -4.732
H -2.261 1.142 -5.137
H -1.711 4.151 -4.879
H -1.820 3.251 -6.398
H -0.492 2.943 -5.271
H -3.121 3.292 0.395
H -3.557 3.290 4.128
H -4.053 3.317 2.454
H -1.905 5.124 3.696
H -3.540 5.628 3.246
H -2.376 5.159 2.000
H 0.781 0.330 4.387
H 4.373 -1.286 -0.564
H -0.240 0.510 -4.494
H 4.648 -1.522 -4.252
H 4.874 -2.021 -2.592
H 5.443 0.784 -3.693
H 6.662 -0.425 -3.269
H 5.661 0.311 -2.011
H 1.261 -0.754 -5.626
H 2.968 -1.126 -5.613
H 1.808 1.712 -5.531
H 2.523 0.936 -6.951
H 3.523 1.314 -5.542
H 3.836 -1.849 4.669
H 2.237 -1.274 5.075
H 4.711 0.501 4.688
H 3.965 0.094 6.239
H 3.102 1.104 5.072
H 5.430 -1.760 2.991
H 5.612 -1.444 1.281
H 4.134 -3.837 2.507
H 5.707 -3.896 1.697
H 4.235 -3.524 0.779
H -1.824 2.752 5.468
H -0.254 1.988 5.493
H -2.921 0.475 5.354
H -1.926 0.665 6.808
H -1.340 -0.282 5.436
C 0.613 -5.260 0.705
O 1.020 -3.956 0.296
C 0.102 -3.176 -0.275
O 0.570 -2.052 -0.638
H -0.295 -5.215 1.305
H 1.441 -5.651 1.290
H 0.442 -5.895 -0.165
F -0.558 -2.696 3.863
C -1.745 -2.615 3.239
F -1.993 -3.818 2.693
F -2.671 -2.389 4.175
C -1.767 -1.517 2.140
O -2.757 -0.840 2.005
O -0.652 -1.508 1.495
Se -2.280 -6.032 -1.234
N -3.337 -4.748 -1.694
C -3.219 -3.413 -1.525
C -4.299 -2.623 -1.917
C -4.248 -1.261 -1.736
C -3.098 -0.711 -1.208
N -2.011 -1.415 -0.867
C -2.061 -2.767 -0.961
N -1.102 -3.621 -0.476
H -5.166 -3.120 -2.331
H -5.084 -0.621 -1.982
H -3.058 0.348 -1.027
```

E_LUMO (spin up / spin down): -1.123 / -1.131 eV
E_tot: -5198.38593 Eh
E_HOMO (spin up / spin down): -6.661 / -6.935 eV
Gap between HOMO and LUMO (spin up / spin down): 5.5 / 5.8 eV
Spin multiplicity: 3
ΔE to the lowest compared entry with this formula, charge and spin: 0.0 kcal/mol
Charge: 0

Here are the Mulliken charges for atoms 1 to 2, given in e: -1.0166, -1.1474

=====

Record 3
# C45H50F3N6O5RbS

A molecular structure, C45H50F3N6O5RbS in a non-equilibrium geometry (wB97M-V/def2-TZVPD, the OMol25 dataset).

XYZ file:
```
111
Properties=species:S:1:pos:R:3
Rb 1.341 -0.103 0.686
C 2.656 -3.425 0.439
C 1.263 -4.033 0.704
N 0.247 -3.025 0.892
C -0.613 -3.083 2.053
C 0.166 -2.903 3.360
N 1.007 -1.725 3.355
C 2.387 -1.876 3.757
C 3.222 -2.689 2.746
N 2.950 -2.362 1.368
H 2.676 -3.003 -0.569
H 3.401 -4.242 0.468
H 1.312 -4.652 1.606
H 1.022 -4.721 -0.120
H -0.263 -2.797 0.052
H -1.181 -4.032 2.129
H -1.338 -2.269 1.954
H 0.802 -3.781 3.526
H -0.554 -2.890 4.191
H 0.567 -0.929 3.793
H 2.503 -2.365 4.745
H 2.802 -0.873 3.843
H 3.018 -3.757 2.884
H 4.281 -2.549 3.006
H 3.519 -1.621 0.989
O -2.219 0.209 1.306
C -2.073 1.311 2.054
C -0.800 2.140 1.615
C -0.841 2.458 0.150
C -1.362 3.670 -0.300
C -1.485 3.878 -1.662
C -1.048 2.897 -2.541
C -0.494 1.733 -2.018
C 0.218 0.737 -2.901
C -0.428 -0.569 -3.441
O 0.622 -1.368 -3.947
C -1.228 -1.405 -2.431
C -1.048 -2.791 -2.439
C -1.786 -3.612 -1.599
C -2.703 -3.063 -0.712
C -2.875 -1.688 -0.681
C -2.155 -0.871 -1.542
C -1.307 -0.191 -4.651
C -2.693 -0.258 -4.663
C -3.419 0.121 -5.791
C -2.769 0.563 -6.928
C -1.378 0.617 -6.934
C -0.661 0.243 -5.812
N -0.418 1.524 -0.705
C -3.276 2.284 1.940
C -3.503 3.330 2.830
C -4.559 4.213 2.643
C -5.410 4.061 1.555
C -5.195 3.016 0.664
C -4.139 2.137 0.860
C -1.927 0.907 3.542
C -0.857 1.229 4.368
C -0.762 0.700 5.657
C -1.747 -0.140 6.145
C -2.834 -0.455 5.330
C -2.915 0.057 4.049
H -0.687 3.046 2.213
H 0.026 1.472 1.847
H -1.685 4.414 0.417
H -1.901 4.806 -2.038
H -1.098 3.035 -3.614
H 0.542 1.288 -3.787
H 1.139 0.474 -2.379
H -0.318 -3.212 -3.114
H -1.619 -4.684 -1.620
H -3.251 -3.695 -0.023
H -3.524 -1.240 0.058
H -2.301 0.198 -1.479
H -3.223 -0.610 -3.788
H -4.501 0.063 -5.769
H -3.333 0.856 -7.806
H -0.850 0.949 -7.821
H 0.421 0.260 -5.827
H -2.843 3.454 3.684
H -4.719 5.020 3.349
H -6.236 4.748 1.407
H -5.852 2.889 -0.190
H -3.936 1.308 0.192
H -0.053 1.863 4.019
H 0.102 0.946 6.264
H -1.669 -0.558 7.142
H -3.611 -1.118 5.696
H -3.728 -0.220 3.389
C 3.967 -1.744 -5.047
C 3.927 -0.837 -3.854
C 4.774 0.213 -3.502
C 4.242 0.683 -2.294
N 3.171 -0.039 -1.956
N 2.973 -0.980 -2.927
C 4.696 1.831 -1.448
H 4.612 -1.336 -5.828
H 2.966 -1.877 -5.465
H 4.343 -2.738 -4.789
H 5.638 0.580 -4.037
H 1.501 -1.160 -3.513
H 5.751 2.056 -1.626
H 4.564 1.605 -0.391
H 4.122 2.738 -1.657
F 5.567 2.943 2.386
C 4.672 2.485 3.271
F 4.363 3.500 4.094
F 5.281 1.544 4.010
S 3.169 1.817 2.434
O 2.694 2.915 1.629
O 2.311 1.440 3.540
O 3.690 0.687 1.684
```

E_LUMO: 3.706 eV
E_tot: -3171.51679 Eh
E_HOMO: -2.498 eV
Gap between HOMO and LUMO: 6.2 eV
Spin multiplicity: 1
ΔE to the lowest compared entry with this formula, charge and spin: 24.4 kcal/mol
Charge: -2

Here are the Mulliken charges for atoms 1 to 2, given in e: 0.6554, -0.8506

=====

Record 4
# C45H50Ge2N2O3PtTe

A molecular structure, C45H50Ge2N2O3PtTe in a non-equilibrium geometry (wB97M-V/def2-TZVPD, the OMol25 dataset).

XYZ file:
```
104
Properties=species:S:1:pos:R:3
Pt 1.706 0.185 -1.187
O 3.580 3.028 0.873
C 3.279 2.172 0.096
O 2.018 1.819 -0.155
C 4.254 1.402 -0.741
C 5.589 1.783 -0.850
C 6.392 1.073 -1.702
C 5.864 -0.011 -2.430
C 6.655 -0.770 -3.327
C 6.104 -1.799 -4.031
C 4.736 -2.114 -3.874
C 3.943 -1.409 -3.014
C 4.496 -0.348 -2.269
N 3.724 0.386 -1.405
H 5.935 2.627 -0.271
H 7.435 1.334 -1.826
H 7.699 -0.512 -3.445
H 6.709 -2.375 -4.718
H 4.309 -2.928 -4.445
H 2.898 -1.664 -2.899
C -1.606 -1.758 -2.771
C -1.219 -0.576 -1.943
O -2.328 0.194 -1.657
N -0.087 -0.267 -1.525
Te -1.928 1.857 -0.691
C -3.539 3.034 -1.345
C -3.731 4.159 -0.535
C -2.861 4.476 0.656
C -4.776 5.019 -0.848
C -5.606 4.790 -1.935
C -6.742 5.717 -2.258
C -5.348 3.685 -2.742
C -4.319 2.792 -2.484
C -4.105 1.648 -3.439
C -2.603 1.270 1.186
C -1.690 1.467 2.232
C -0.273 1.943 2.033
C -2.137 1.231 3.526
C -3.424 0.782 3.787
C -3.883 0.516 5.191
C -4.287 0.567 2.715
C -3.916 0.818 1.404
C -4.928 0.624 0.307
H -2.331 -2.365 -2.225
H -0.733 -2.352 -3.022
H -2.094 -1.408 -3.681
H -1.798 4.260 0.479
H -3.173 3.929 1.547
H -2.909 5.539 0.882
H -4.933 5.894 -0.229
H -6.765 6.570 -1.584
H -7.696 5.194 -2.179
H -6.658 6.087 -3.280
H -5.965 3.518 -3.618
H -4.675 1.822 -4.350
H -4.435 0.701 -3.012
H -3.057 1.541 -3.720
H 0.207 1.510 1.153
H 0.333 1.663 2.893
H -0.222 3.032 1.945
H -1.450 1.385 4.350
H -3.102 0.736 5.916
H -4.179 -0.528 5.308
H -4.755 1.124 5.432
H -5.292 0.208 2.909
H -5.775 0.052 0.680
H -4.510 0.090 -0.547
H -5.308 1.583 -0.047
C 3.789 -3.247 2.958
Ge 3.833 -1.588 1.925
C 5.510 -1.489 0.929
C 3.687 0.009 3.036
Ge 1.826 -1.858 0.512
C 1.921 -3.345 -0.723
C 3.177 -3.898 -0.981
C 3.307 -5.030 -1.773
C 2.179 -5.618 -2.326
C 0.921 -5.084 -2.072
C 0.793 -3.960 -1.272
C 0.175 -1.812 1.535
C -1.108 -2.042 1.030
C -2.190 -2.194 1.880
C -2.011 -2.120 3.255
C -0.751 -1.876 3.776
C 0.331 -1.716 2.920
H 4.674 -3.269 3.597
H 3.821 -4.116 2.300
H 2.905 -3.321 3.589
H 6.304 -1.750 1.631
H 5.693 -0.472 0.593
H 5.579 -2.165 0.080
H 4.633 0.130 3.567
H 2.893 -0.067 3.777
H 3.518 0.909 2.447
H 4.066 -3.450 -0.556
H 4.286 -5.456 -1.952
H 2.276 -6.502 -2.942
H 0.040 -5.558 -2.485
H -0.196 -3.583 -1.053
H -1.270 -2.125 -0.035
H -3.175 -2.381 1.471
H -2.855 -2.254 3.919
H -0.603 -1.820 4.846
H 1.308 -1.534 3.351
```

E_LUMO: -6.612 eV
E_tot: -6620.66661 Eh
E_HOMO: -13.665 eV
Gap between HOMO and LUMO: 7.1 eV
Spin multiplicity: 1
ΔE to the lowest compared entry with this formula, charge and spin: 0.0 kcal/mol
Charge: +2

Here are the Mulliken charges for atoms 1 to 2, given in e: 1.1153, -0.5907